w | The following is a quantum chemistry calculation of 2 unconnected molecules or ions with the total composition C3H10NOS, from the OMol25 dataset.

```
16
Properties=species:S:1:pos:R:3
C 1.3523 -0.1059 1.0726
C -0.0814 -0.4670 1.0898
C -0.7561 0.1688 -0.0709
S -0.7405 -0.4683 -1.7938
N -0.3299 -1.9465 1.1362
H 1.7838 -0.4305 0.1084
H 1.8719 -0.4791 1.8996
H 1.3608 0.9772 1.1179
H -0.5011 -0.2464 1.9974
H -1.8233 0.3227 0.1541
H -0.4235 1.2637 -0.0018
H 0.0788 -2.1837 0.2113
H -1.4058 -2.2025 0.9168
H 0.4716 2.2305 -3.0184
H -0.4841 1.2943 -2.2889
O -0.3735 2.2726 -2.5303
```

As for the highest occupied orbital energy: -0.1115 Ha. The net charge is -1. The value obtained for the lowest unoccupied orbital energy is 0.149 Eh. The gap between HOMO and LUMO is 7.09 eV.

Results of the Mulliken charge analysis, in e, for atoms 1 through 8: -1.377, 0.149, -0.739, -0.652, -0.820, 0.246, 0.456, 0.330

x | The following is a quantum chemistry calculation of 2 unconnected molecules or ions with the total composition C3H10NOS, from the OMol25 dataset.

```
16
Properties=species:S:1:pos:R:3
C 0.5658 -0.3129 1.0627
C -0.6183 -1.0345 0.4109
S -1.1879 -0.3100 -1.1433
C 0.1534 0.9832 1.7840
N 0.8621 1.1967 3.0686
H 1.2627 -0.0638 0.2594
H 0.9923 -0.9733 1.8271
H -1.4559 -1.1069 1.1294
H -0.2850 -2.0779 0.2640
H -0.9338 0.9639 1.8943
H 0.4037 1.8333 1.1575
H 0.1655 1.2451 3.8071
H 1.3398 0.3222 3.2801
H 0.1938 0.0893 -2.9741
H 1.6823 0.0576 -2.8589
O 1.0032 0.1392 -3.5369
```

As for the highest occupied orbital energy: -0.1021 Ha. The net charge is -1. The value obtained for the lowest unoccupied orbital energy is 0.147 Eh. The gap between HOMO and LUMO is 6.77 eV.

Results of the Mulliken charge analysis, in e, for atoms 1 through 8: -0.339, -0.868, -0.623, -0.402, -0.646, 0.102, 0.361, 0.302

Energy comparison, zero being the most stable, in hartree: w 0.0173; x 0.0000.

w | The following is a quantum chemistry calculation of 2 unconnected molecules or ions with the total composition C3H10NOS, from the OMol25 dataset.

```
16
Properties=species:S:1:pos:R:3
C 0.9771 -0.4678 -1.8627
S -0.1693 -1.9304 -1.9827
C -1.1748 -1.4387 -0.5646
H 1.2365 -0.4199 -0.6939
H 1.8785 -0.6358 -2.3769
H 0.5048 0.4320 -1.9802
H -0.8957 -0.5154 -0.0434
H -0.9758 -2.2427 0.2295
H -2.2686 -1.4376 -0.8541
N -0.0227 0.3825 2.0651
C 0.1461 1.5804 0.7552
O -0.8120 1.6585 -0.0394
H -0.7881 0.6756 2.7295
H 0.8405 0.5404 2.6493
H 1.1731 1.3077 0.4993
H 0.3503 2.5111 1.4699
```

As for the highest occupied orbital energy: -0.1145 Ha. The net charge is -1. The value obtained for the lowest unoccupied orbital energy is 0.127 Eh. The gap between HOMO and LUMO is 6.58 eV.

Results of the Mulliken charge analysis, in e, for atoms 1 through 8: -0.782, -0.193, -0.418, 0.138, 0.379, 0.324, 0.095, 0.231

x | The following is a quantum chemistry calculation of a molecular structure, C3H10NOS, from the OMol25 dataset.

```
16
Properties=species:S:1:pos:R:3
C 0.9861 -0.7037 -1.9277
C -0.4912 -1.1353 -1.9744
S -1.0022 -1.8629 -0.3885
H 1.6392 -1.4846 -1.5317
H 1.1033 0.1809 -1.3001
H 1.3389 -0.4471 -2.9387
H -0.6821 -1.8660 -2.7683
H -1.1260 -0.2628 -2.1814
N -0.0574 2.0354 2.4313
C -0.5974 0.8309 1.7417
O 0.3901 -0.0864 1.4109
H 0.2473 1.7685 3.3621
H 0.7820 2.3211 1.9380
H -1.3266 0.3919 2.4391
H -1.1335 1.1987 0.8562
H -0.0707 -0.8785 0.8316
```

As for the highest occupied orbital energy: -0.1095 Ha. The net charge is -1. The value obtained for the lowest unoccupied orbital energy is 0.152 Eh. The gap between HOMO and LUMO is 7.10 eV.

Results of the Mulliken charge analysis, in e, for atoms 1 through 8: -1.008, -0.368, -0.636, 0.264, 0.236, 0.362, 0.263, 0.194

Energy comparison, zero being the most stable, in hartree: w 0.0855; x 0.0000.

w | The following is a quantum chemistry calculation of C3H5I in the gas phase, from the OMol25 dataset.

```
9
Properties=species:S:1:pos:R:3
I -2.7966 -0.1653 0.0310
C -0.3530 -0.1189 -0.6019
C 0.6316 -0.6259 0.3891
C 0.4123 0.8259 0.2234
H -0.4673 -0.3451 -1.5807
H 1.4240 -1.1446 -0.1678
H 0.2155 -1.2612 1.1328
H -0.0367 1.2995 0.9747
H 0.9702 1.5356 -0.4005
```

As for the highest occupied orbital energy: -0.3344 Ha. The net charge is 0. Its SMILES is IC1CC1. The value obtained for the lowest unoccupied orbital energy is -0.014 Eh. The gap between HOMO and LUMO is 8.73 eV.

Results of the Mulliken charge analysis, in e, for atoms 1 through 8: -0.139, -0.436, -0.363, -0.571, 0.564, 0.212, 0.269, 0.272

x | The following is a quantum chemistry calculation of 2 unconnected molecules or ions with the total composition C3H5I, from the OMol25 dataset.

```
9
Properties=species:S:1:pos:R:3
C 1.1898 0.9677 0.3914
C 0.1988 0.2509 0.0532
C -0.5019 -0.6987 -0.7254
I -2.2999 -0.1328 2.2754
H 1.2154 1.7150 1.0554
H 2.1447 0.8724 0.0018
H 0.2616 -1.4712 -1.2040
H -1.2681 -1.2316 -0.1803
H -0.9403 -0.2716 -1.6674
```

As for the highest occupied orbital energy (alpha / beta): -0.3368 / -0.3012 Ha. The net charge is 0. The value obtained for the lowest unoccupied orbital energy (alpha / beta) is -0.025 / -0.094 Eh. The gap between HOMO and LUMO (alpha / beta) is 8.50 / 5.64 eV.

Results of the Mulliken charge analysis, in e, for atoms 1 through 8: -0.700, 0.275, -0.683, -0.197, 0.303, 0.285, 0.262, 0.216

Energy comparison, zero being the most stable, in hartree: w 0.0000; x 0.0495.

w | The following is a quantum chemistry calculation of 5 unconnected molecules or ions with the total composition C2H14NO5, from the OMol25 dataset.

```
22
Properties=species:S:1:pos:R:3
C -0.6992 -1.0087 -1.3397
O 0.4781 -1.6931 -0.9680
C -0.5102 0.4899 -1.0379
N -1.2031 0.7557 0.2662
H -0.8628 -1.3199 -2.4048
H -1.5015 -1.4167 -0.6839
H 0.5403 0.7695 -1.0217
H -1.0777 1.1296 -1.7485
H -1.1244 -0.1084 0.8183
H -0.5731 1.3072 0.8513
H 3.1992 1.6275 -1.0763
H 2.9932 0.1125 -0.5718
O 3.4761 0.7297 -1.1989
H -3.1616 0.9777 0.1472
H -4.0507 -0.2127 0.1360
O -4.0596 0.6979 0.4356
H 0.3400 -0.2490 3.2118
H 1.3452 -0.0247 2.0289
O 0.6764 0.4444 2.6425
H 2.6149 -1.2555 1.0459
H 1.0291 -1.2583 -0.2494
O 2.1316 -0.4945 0.7171
```

As for the highest occupied orbital energy: -0.1999 Ha. The net charge is -1. The value obtained for the lowest unoccupied orbital energy is 0.138 Eh. The gap between HOMO and LUMO is 9.19 eV.

Results of the Mulliken charge analysis, in e, for atoms 1 through 8: -0.320, -0.597, -0.193, -0.717, 0.268, 0.180, 0.144, 0.256

x | The following is a quantum chemistry calculation of 5 unconnected molecules or ions with the total composition C2H14NO5, from the OMol25 dataset.

```
22
Properties=species:S:1:pos:R:3
C 0.1945 0.1713 3.1058
O -0.8520 0.0739 2.2106
C 1.4525 0.9514 2.5552
N 1.2834 1.2511 1.1190
H -0.1301 0.4616 4.0958
H 0.5610 -0.8452 3.3925
H 1.5243 1.8229 3.2695
H 2.3615 0.4269 2.8292
H 0.6198 0.5810 0.7505
H 0.6622 2.0564 1.0080
H -0.4682 -1.0171 1.4106
H -0.4432 -2.5887 1.6324
O -0.2770 -1.9648 0.9228
H -0.9686 -3.2246 -4.9028
H -0.2448 -4.4605 -5.5084
O -1.0129 -3.8987 -5.6309
H 1.6245 2.0746 -6.4486
H 1.8171 3.6242 -6.1625
O 1.4632 2.9724 -6.7666
H -3.4301 -0.0867 2.1042
H -2.3763 0.7826 2.6068
O -3.3609 0.8359 2.4070
```

As for the highest occupied orbital energy: -0.1585 Ha. The net charge is -1. The value obtained for the lowest unoccupied orbital energy is 0.098 Eh. The gap between HOMO and LUMO is 6.97 eV.

Results of the Mulliken charge analysis, in e, for atoms 1 through 8: -0.361, -0.872, -0.427, -0.773, 0.417, 0.131, 0.168, 0.301

Energy comparison, zero being the most stable, in hartree: w 0.0000; x 0.0429.